2 unconnected molecules or ions with the total composition C5H7NO. Source: the OMol25 dataset; level of theory: ωB97M-V/def2-TZVPD.

CARTESIAN COORDINATES (ANGSTROEM)
1 C -1.09 -0.79 0.65
2 N -1.55 0.27 0.12
3 C -1.67 0.21 -1.30
4 O -1.75 -0.80 -1.95
5 H -0.85 -1.68 0.06
6 H -0.95 -0.83 1.73
7 H -1.70 1.22 -1.75
8 C 1.67 -0.90 0.55
9 C 1.51 0.38 0.36
10 C 1.12 1.61 0.15
11 H 1.75 -1.33 1.54
12 H 1.70 -1.58 -0.31
13 H 0.04 1.75 0.16
14 H 1.78 2.46 -0.01

Summary:
M   97.1 Da
SMILES   C=NC=O.C=C=C
HOMO-LUMO gap   10.18 eV
ΔE to the lowest compared entry with this formula, charge and spin   76.3 kcal/mol
E_LUMO   0.109 eV

natural (NBO) atomic charge list, values in e, 4 entries: number 1, C, carries 0.04; number 2, N, carries -0.55; number 3, C, carries 0.53; number 4, O, carries -0.54